Record 1
Computed, not measured: a 8-piece molecular cluster, C26H58BNO11SSi overall at a distorted geometry, with wB97M-V/def2-TZVPD.

Computed properties:
- Kohn-Sham gap (eV) = 9.14
- HOMO energy (eV) = -8.92
- SMILES string = C[Si@@](CCN)(CB(O)O)S(C)(=O)=O.CC(C)=O.CC(C)=O.CC(C)=O.CC(C)=O.CC(C)=O.CC(C)=O.CC(C)=O
- net charge = 0
- E_tot (eV) = -71302.761
- LUMO level (eV) = 0.227

Structure (XYZ):
```
99
Properties=species:S:1:pos:R:3:forces:R:3:mulliken_charge:R:1
C -0.089 3.108 -1.713 -0.9113 0.1328 1.2267 -0.837
Si 0.671 1.414 -1.072 1.2772 1.0400 -3.0695 -0.314
C 0.187 -0.071 -2.229 0.9793 -1.4245 -0.8258 -0.441
C 0.208 0.384 -3.838 0.0963 -0.2007 -0.2325 -0.523
N -1.044 1.195 -4.160 1.3698 -0.1516 1.5204 -0.467
C 2.634 1.472 -1.115 0.2443 -0.3763 -0.3361 -0.484
B 3.327 0.151 -0.412 1.2887 -1.2600 -0.1850 0.656
O 2.768 -0.645 0.698 -0.1823 0.3478 -2.9744 -0.439
O 4.628 -0.306 -0.993 -2.6484 -0.8189 3.2634 -0.499
S -0.092 1.198 0.968 -1.2729 4.3744 6.7391 1.149
C -1.024 -0.419 1.245 -0.8056 -1.1615 0.7128 -0.843
O -1.151 2.339 1.227 2.5317 -3.7165 -1.8745 -0.730
O 1.029 1.450 2.051 -2.8120 -1.8503 -3.8389 -0.563
H -0.053 3.825 -0.761 -0.0131 -1.2803 -2.2488 0.330
H 0.487 3.540 -2.637 -1.1478 -0.8451 1.8475 0.268
H -1.241 2.901 -1.924 2.5116 0.6752 0.2931 0.250
H -0.801 -0.618 -1.921 1.6727 1.0688 -0.9351 0.394
H 1.066 -0.874 -2.139 -1.8126 1.4595 0.0249 0.296
H 0.229 -0.553 -4.563 0.0151 1.6881 1.8227 0.254
H 1.183 1.007 -4.109 -1.9353 -1.2950 0.8080 0.244
H -1.640 1.091 -3.286 0.5908 0.7090 -1.8493 0.096
H -0.732 2.190 -4.276 -0.7899 -1.2823 0.4445 0.326
H 2.898 1.398 -2.276 -0.4598 0.4818 2.4024 0.089
H 3.060 2.468 -0.660 -0.7940 -1.8736 -0.9504 0.349
H 1.944 -1.133 0.392 1.4614 1.0413 0.7146 0.282
H 4.985 -1.056 -0.411 -0.9020 1.4513 -1.2020 0.264
H -2.128 -0.161 1.594 2.4701 -0.1934 -0.9320 0.339
H -0.530 -1.017 2.134 -0.7071 1.2925 -1.9621 0.221
H -1.076 -1.071 0.273 0.2388 1.3186 1.8555 0.240
C -0.415 -4.912 4.682 -0.0646 -0.2850 -0.4263 -1.101
C -1.221 -3.743 4.181 -0.6482 0.0422 -1.2383 0.816
C -1.350 -2.550 5.088 -0.2620 0.2376 -0.3579 -1.116
O -1.753 -3.763 3.072 0.6941 0.0620 1.2591 -0.502
H -0.408 -5.701 3.921 -0.0173 0.1823 0.1533 0.261
H 0.615 -4.600 4.871 -0.1049 -0.0241 0.2141 0.328
H -0.866 -5.310 5.594 0.1977 0.1147 0.0647 0.347
H -0.361 -2.132 5.295 -0.0601 -0.0899 0.2123 0.324
H -1.842 -2.842 6.019 0.2276 0.0427 0.0520 0.404
H -1.958 -1.784 4.596 0.1240 -0.1804 0.1033 0.246
C -4.903 1.637 -4.829 0.6296 0.5221 0.1758 -0.958
C -4.607 0.612 -3.767 0.8636 0.1689 0.7873 0.724
C -5.449 -0.636 -3.754 0.5051 -0.4320 0.6807 -0.997
O -3.712 0.787 -2.942 -0.9613 -0.2188 -0.6962 -0.586
H -4.217 2.484 -4.717 -0.0894 -0.1963 0.0905 0.330
H -4.757 1.198 -5.819 -0.2516 0.0947 0.1998 0.223
H -5.928 1.999 -4.721 0.0301 -0.1919 -0.2309 0.340
H -5.327 -1.176 -4.696 -0.2294 0.1900 0.2374 0.256
H -6.498 -0.375 -3.597 0.0824 -0.0998 -0.2908 0.297
H -5.123 -1.285 -2.933 0.0062 0.2230 -0.0670 0.376
C 4.639 1.300 5.036 0.3181 -0.3288 0.1761 -1.143
C 3.287 1.148 5.680 -0.5501 -0.5372 0.9725 1.058
C 2.151 1.951 5.105 -0.1865 -0.2097 0.2352 -0.343
O 3.117 0.395 6.638 0.3269 0.7015 -0.9209 -0.640
H 5.362 0.661 5.555 -0.1497 0.0576 -0.0973 0.327
H 4.589 0.993 3.989 -0.0193 0.1982 -0.0040 0.296
H 4.972 2.338 5.113 -0.1691 -0.0396 -0.2678 0.275
H 1.990 1.673 4.061 0.0453 0.1929 0.0083 -0.179
H 2.373 3.018 5.185 0.0567 -0.1471 -0.2102 0.250
H 1.236 1.741 5.669 0.2036 -0.0036 -0.0975 0.283
C -2.191 -7.719 0.272 -0.0350 -0.3279 -0.4077 -1.049
C -2.997 -6.550 -0.229 -0.8210 0.1541 -1.4296 0.767
C -3.126 -5.356 0.679 -0.2065 0.1677 -0.4283 -0.813
O -3.529 -6.570 -1.338 0.6984 -0.0518 1.3407 -0.581
H -2.184 -8.507 -0.488 -0.0167 0.1906 0.1552 0.313
H -1.161 -7.406 0.461 -0.0956 -0.0261 0.2114 0.293
H -2.642 -8.116 1.184 0.1920 0.1100 0.0689 0.302
H -2.138 -4.938 0.886 -0.1530 -0.1160 0.2802 0.232
H -3.618 -5.649 1.609 0.2788 0.0789 0.0755 0.283
H -3.734 -4.590 0.186 0.1195 -0.1997 0.0821 0.268
C 6.214 1.371 -2.398 -0.4265 0.6328 -0.0537 -0.465
C 6.231 2.432 -3.465 -1.0250 0.9482 0.0060 0.773
C 7.399 2.442 -4.415 -0.1518 0.4471 -0.3445 -1.141
O 5.326 3.260 -3.557 1.0553 -0.9931 0.0687 -0.573
H 5.313 1.486 -1.786 0.5609 0.0870 -0.4085 -0.167
H 6.199 0.380 -2.859 0.1492 0.0696 0.1406 0.288
H 7.090 1.477 -1.753 0.0641 -0.1765 -0.1045 0.356
H 7.436 1.499 -4.967 0.1758 -0.0081 0.1521 0.308
H 8.328 2.596 -3.861 -0.0020 -0.2222 -0.0614 0.314
H 7.277 3.262 -5.131 0.0177 -0.1763 0.1593 0.313
C 5.243 3.103 8.031 -0.0570 -0.2757 -0.4311 -0.672
C 4.437 4.272 7.530 -0.6324 -0.0439 -1.3157 0.863
C 4.308 5.466 8.438 -0.3108 0.2912 -0.3277 -1.290
O 3.905 4.252 6.422 0.7295 0.1156 1.3968 -0.564
H 5.250 2.315 7.271 -0.0064 0.2124 0.3356 -0.061
H 6.273 3.416 8.220 -0.0873 -0.0050 0.2113 0.356
H 4.792 2.706 8.944 0.1778 0.0849 0.0338 0.299
H 5.296 5.884 8.645 -0.0655 -0.1099 0.1910 0.342
H 3.816 5.173 9.369 0.2213 0.0279 0.0490 0.333
H 3.700 6.232 7.946 0.1346 -0.1905 0.0921 0.316
C -7.836 0.716 -8.003 0.3597 0.3287 0.1556 -1.100
C -7.540 -0.309 -6.941 1.0589 0.2178 0.9491 0.648
C -8.382 -1.557 -6.927 0.2414 -0.2078 0.4094 -1.108
O -6.645 -0.133 -6.115 -1.6130 -0.3104 -1.6490 -0.357
H -7.151 1.563 -7.891 -0.1464 -0.1985 -0.0122 0.260
H -7.690 0.277 -8.993 -0.2282 0.0235 0.0308 0.334
H -8.861 1.079 -7.894 0.0004 -0.1342 -0.1907 0.340
H -8.260 -2.097 -7.870 -0.2112 0.0953 -0.0020 0.332
H -9.431 -1.295 -6.771 0.0170 -0.0633 -0.2231 0.339
H -8.056 -2.205 -6.107 -0.0619 0.1565 -0.1825 0.269
```
Forces are in eV/Å.

Record 2
Computed, not measured: a 8-piece molecular cluster, C26H58O8 overall at a distorted geometry, with wB97M-V/def2-TZVPD.

Computed properties:
- Kohn-Sham gap (eV) = 9.66
- HOMO energy (eV) = -9.45
- SMILES string = C1CCOC1.C1CCOC1.C1CCOC1.C1CCOC1.C1CCOC1.CCO.CCO.CCO
- net charge = 0
- E_tot (eV) = -44276.212
- ΔE to the lowest compared entry with this formula, charge and spin (kcal/mol) = 11.2
- LUMO level (eV) = 0.202

Structure (XYZ):
```
92
Properties=species:S:1:pos:R:3:forces:R:3:mulliken_charge:R:1
C 0.486 2.265 -6.919 1.0673 -0.2639 -0.2337 -0.533
C 1.334 1.192 -7.534 0.3813 -0.5898 -1.0964 -0.577
C 1.530 0.179 -6.424 1.3816 0.7339 0.3485 -0.446
O 0.423 0.277 -5.547 -1.1111 0.2086 -1.1522 -0.352
C -0.361 1.370 -6.021 -0.5458 2.0558 0.8428 -0.429
H 0.035 2.854 -7.717 -0.7213 -0.1723 0.3347 0.310
H 1.209 2.940 -6.461 -0.3964 0.0878 0.8011 0.272
H 2.241 1.662 -7.914 0.2495 -0.5653 -0.0822 0.344
H 0.821 0.685 -8.352 -0.0681 0.1720 -0.2520 0.274
H 2.356 0.537 -5.809 0.6162 -0.4713 -0.1015 0.260
H 1.716 -0.826 -6.801 -0.1778 -0.0785 0.2448 0.285
H -0.659 1.932 -5.136 -0.4409 -0.1854 0.0310 0.303
H -1.231 1.161 -6.644 -0.2388 -0.9365 0.3359 0.289
C -4.749 -3.693 -2.402 0.0964 -0.4164 -1.0818 -0.407
C -4.793 -4.170 -0.988 0.4631 -0.6584 2.1243 -0.429
C -5.706 -3.242 -0.238 -1.2615 1.2340 -0.6729 -0.424
O -6.528 -2.697 -1.284 -0.4516 0.5125 -1.1978 -0.410
C -5.683 -2.512 -2.445 0.3191 0.5085 0.8153 -0.467
H -5.143 -4.512 -3.004 0.1260 0.1924 -0.4060 0.198
H -3.765 -3.415 -2.780 0.0852 -0.2052 0.1422 0.334
H -3.825 -4.206 -0.489 0.0756 -0.2934 -0.1186 0.287
H -5.322 -5.113 -0.848 0.6361 -0.4307 -0.5604 0.228
H -5.253 -2.419 0.316 0.4348 0.0588 -0.0329 0.254
H -6.419 -3.727 0.428 0.2456 -0.1645 0.0954 0.249
H -5.153 -1.564 -2.355 0.4040 0.1398 0.4761 0.249
H -6.123 -2.384 -3.434 -1.1632 -0.4697 0.4194 0.339
C 1.726 -6.791 7.321 1.1101 0.1890 -0.1868 -0.436
C 1.772 -5.280 7.092 -1.1030 0.9859 -0.4711 -0.524
C 0.921 -5.021 5.780 0.5488 -1.3235 2.0575 -0.434
O -0.009 -6.106 5.935 -0.4089 0.9986 -1.5804 -0.392
C 0.690 -7.256 6.340 -0.9562 -0.6422 0.3746 -0.426
H 1.326 -7.082 8.293 0.7087 0.3772 0.2727 0.239
H 2.727 -7.184 7.148 -0.1858 -0.5121 0.1593 0.272
H 2.721 -4.748 7.032 0.1667 -0.4255 0.3669 0.405
H 1.156 -4.908 7.911 0.2683 0.7854 -0.1028 0.186
H 1.491 -5.091 4.854 0.1346 -0.1753 -0.0787 0.273
H 0.442 -4.043 5.832 -0.3721 -0.3003 -0.0966 0.299
H 1.091 -7.904 5.561 0.0274 0.3723 -0.5882 0.262
H -0.076 -7.831 6.861 0.0620 -0.3278 -0.1290 0.276
C 2.091 -6.739 -1.719 -1.9896 0.2124 0.4916 -0.532
C 3.422 -6.895 -2.286 1.2906 -0.1201 -2.1479 -0.465
C 3.087 -7.586 -3.642 1.4155 0.2769 1.0387 -0.468
O 2.169 -8.540 -3.225 -1.3389 -1.3976 -0.0815 -0.393
C 1.292 -7.997 -2.228 1.0130 1.2812 0.2097 -0.400
H 1.616 -5.867 -2.169 -0.0954 0.2328 0.3672 0.254
H 2.196 -6.623 -0.640 -0.6846 -0.0292 0.0419 0.311
H 3.981 -7.574 -1.642 0.4814 0.0590 -0.3510 0.274
H 3.926 -5.945 -2.467 0.2589 -0.0634 0.3661 0.301
H 3.949 -8.063 -4.109 0.0323 -0.4277 0.2827 0.302
H 2.745 -6.918 -4.433 -0.6415 0.4609 0.2141 0.279
H 1.067 -8.682 -1.411 0.3160 -0.4433 -0.3361 0.289
H 0.349 -7.685 -2.676 -0.0607 -0.0392 -0.0945 0.248
C -0.432 7.694 5.474 -1.2384 -0.2821 1.0094 -0.507
C -0.042 9.093 5.088 -0.5039 0.4274 -0.0093 -0.458
C 0.746 8.801 3.829 0.7509 0.9049 -0.2103 -0.420
O 1.488 7.630 4.103 -0.0415 -0.2199 0.5448 -0.399
C 0.658 6.812 4.923 0.5667 -0.6402 0.4259 -0.410
H -1.439 7.513 5.100 0.1077 -0.2903 -0.4267 0.263
H -0.548 7.569 6.551 0.1970 -0.0314 0.0936 0.299
H 0.575 9.658 5.786 0.2597 -0.4704 0.2124 0.260
H -0.963 9.675 5.033 0.1314 0.2373 -0.6746 0.292
H 1.479 9.596 3.698 -0.0725 -0.0013 -0.5994 0.288
H 0.165 8.616 2.925 -0.3324 0.3671 -0.0404 0.276
H 1.197 6.456 5.801 0.6455 -0.0864 -0.2389 0.237
H 0.376 5.920 4.364 -0.4718 0.0830 -0.0888 0.279
C 4.063 5.766 -1.992 -0.1745 0.7076 0.4751 -1.080
C 5.575 5.597 -1.841 -1.3214 0.3407 -1.3860 -0.147
O 5.878 5.314 -0.539 0.7188 -1.4187 1.9407 -0.504
H 3.683 6.358 -1.160 0.3026 0.8582 -0.1864 0.300
H 3.401 4.918 -1.817 0.7136 -0.8126 -0.5664 0.306
H 3.835 6.229 -2.952 -0.2121 0.0483 0.1087 0.303
H 6.145 6.504 -2.043 -0.4021 0.3108 -0.9415 0.220
H 5.890 4.794 -2.507 0.2540 -0.0109 -0.2218 0.287
H 6.618 4.708 -0.617 0.1213 -0.0267 0.7765 0.316
C -4.631 4.866 0.189 -0.5459 -0.4708 0.8707 -1.036
C -3.808 5.639 -0.844 -1.3430 -0.7532 1.2170 -0.085
O -2.506 5.199 -0.805 2.0963 -0.1459 0.1742 -0.482
H -4.321 3.821 0.209 -0.1646 -0.2559 -0.3527 0.271
H -5.718 4.897 0.113 -0.0478 0.0234 -0.7354 0.313
H -4.514 5.156 1.233 0.6610 0.5276 -0.0296 0.282
H -3.794 6.669 -0.489 -0.1564 0.2582 -0.9500 0.230
H -4.190 5.400 -1.836 -0.5016 0.8828 -0.1532 0.240
H -2.488 4.239 -0.778 0.0157 -0.0885 -0.0363 0.267
C 0.084 0.658 1.802 0.6272 -0.3823 -0.3037 -1.030
C -0.264 -0.446 0.806 -1.5597 1.0889 0.9230 -0.185
O -1.008 0.145 -0.274 0.9282 -0.3627 -0.3217 -0.507
H -0.719 1.343 2.072 -0.3412 -0.5211 0.0088 0.303
H 0.868 1.311 1.420 0.2231 -0.1707 -0.0461 0.283
H 0.456 0.098 2.660 0.0650 0.4976 0.4219 0.310
H -0.980 -1.105 1.297 0.1270 -0.3597 0.1805 0.209
H 0.628 -1.037 0.597 -0.0003 0.2075 -0.7303 0.335
H -0.751 -0.289 -1.091 -0.0845 0.0232 -0.1555 0.282
```
Forces are in eV/Å.

Question: What is the net charge in the second record?
Answer: 0